Version i
The following is a DFT calculation (the ωB97M-V functional and the def2-TZVPD basis) of a molecular structure, C3H7NS.

Spin multiplicity ... 1
Total charge ... 0
Highest occupied orbital energy ... -8.404 eV

Element x y z (Å)
1 S -1.46206 -0.12045 -0.23850
2 N 1.97607 -0.08555 -0.48029
3 C -0.16378 1.21181 0.14171
4 C 0.00723 -1.02876 0.31597
5 C 0.74685 0.17355 0.42587
6 H 1.26344 0.17936 1.46038
7 H 2.72592 -0.89170 -0.26181
8 H -0.30617 -1.72740 1.16676
9 H -0.07462 2.09809 -0.78455
10 H 2.59612 0.67241 -0.40007
11 H -0.37096 1.98011 1.15345
12 H 0.18496 -1.92441 -0.45752

=====

Version ii
The following is a DFT calculation (the ωB97M-V functional and the def2-TZVPD basis) of a single C3H7NS molecule.

Spin multiplicity ... 1
Total charge ... 0
Highest occupied orbital energy ... -9.031 eV
Structure (SMILES) ... N[C@H]1C[C@H]1S

Element x y z (Å)
1 S 1.49695 -0.35405 0.01790
2 N -1.43254 -1.21420 0.18343
3 C -0.68402 1.25377 0.51382
4 C 0.14784 0.66575 -0.56962
5 C -1.27084 0.10330 -0.31396
6 H 0.42828 1.23712 -1.45466
7 H -1.10576 2.17849 0.25364
8 H -0.71444 -1.43401 0.87983
9 H -1.32902 -1.91862 -0.49937
10 H -2.22631 0.34636 -0.76612
11 H 2.29691 0.52057 0.64395
12 H -0.43097 1.09748 1.59083

=====

Version iii
The following is a DFT calculation (the ωB97M-V functional and the def2-TZVPD basis) of a single C3H7NS molecule.

Spin multiplicity ... 1
Total charge ... 0
Highest occupied orbital energy ... -8.404 eV
Structure (SMILES) ... CC(C)=NS

Element x y z (Å)
1 S -2.26749 -0.12439 -1.14141
2 N -0.78770 0.58791 -0.84027
3 C 0.12214 0.10873 0.00611
4 C -0.11987 -1.19620 0.69148
5 C 1.41350 0.91752 0.19829
6 H 1.64474 1.15348 -0.88484
7 H 0.97319 1.84879 0.50990
8 H -2.72369 0.77947 -2.03415
9 H -0.98751 -0.98246 1.42172
10 H -0.18533 -2.05029 -0.03530
11 H 0.72895 -1.56829 1.24257
12 H 2.18905 0.52574 0.86589

=====

Version iv
The following is a DFT calculation (the ωB97M-V functional and the def2-TZVPD basis) of a single C3H7NS molecule.

Spin multiplicity ... 1
Total charge ... 0
Highest occupied orbital energy ... -8.690 eV
Structure (SMILES) ... CNCC=S

Element x y z (Å)
1 S -2.18087 -0.15698 -0.23216
2 N 1.43370 0.40188 0.11151
3 C 0.34596 -0.43298 0.49391
4 C 2.79548 -0.14458 -0.34384
5 C -0.84845 0.55355 0.32289
6 H 0.64216 -0.92828 1.35085
7 H 1.12768 1.05913 -0.75082
8 H 3.47267 -0.55322 0.66033
9 H 3.26027 -0.95690 -0.93379
10 H -0.79050 1.64854 0.46643
11 H 3.19566 0.81859 -0.53304
12 H 0.19209 -1.24529 -0.16379

=====

Q: Which of them is the most stable? A: version iii.